{"formula": "C20H19LiN6O2S", "method": "ωB97M-V/def2-TZVPD", "elements": ["Li", "C", "O", "C", "C", "C", "C", "C", "C", "N", "N", "C", "C", "O", "C", "C", "C", "C", "C", "C", "C", "C", "H", "H", "H", "H", "H", "H", "H", "H", "H", "H", "H", "H", "H", "C", "C", "N", "N", "C", "S", "N", "N", "H", "H", "H", "H", "H", "H"], "coordinates": [[0.736, 0.795, -0.062], [2.177, 2.712, -2.317], [1.639, 1.466, -1.909], [1.889, 0.377, -2.713], [2.739, 0.404, -3.806], [2.920, -0.757, -4.553], [2.261, -1.926, -4.211], [1.412, -1.946, -3.113], [1.218, -0.800, -2.361], [0.401, -0.694, -1.204], [-0.371, -1.668, -1.006], [-1.232, -1.635, 0.066], [-1.431, -0.526, 0.937], [-0.831, 0.600, 0.853], [-2.401, -0.691, 1.998], [-3.101, -1.830, 2.164], [-2.940, -2.947, 1.283], [-3.701, -4.117, 1.460], [-3.560, -5.182, 0.609], [-2.643, -5.086, -0.450], [-1.891, -3.954, -0.637], [-2.014, -2.845, 0.230], [3.268, 2.705, -2.264], [1.794, 3.448, -1.617], [1.857, 2.958, -3.332], [3.262, 1.308, -4.081], [3.588, -0.735, -5.404], [2.412, -2.824, -4.794], [0.891, -2.847, -2.820], [-2.523, 0.154, 2.663], [-3.808, -1.920, 2.982], [-4.403, -4.161, 2.285], [-4.146, -6.081, 0.747], [-2.525, -5.918, -1.133], [-1.192, -3.900, -1.458], [-0.275, 5.020, 3.063], [0.668, 3.883, 3.181], [1.349, 3.575, 4.237], [2.056, 2.467, 3.863], [1.840, 2.071, 2.598], [2.489, 0.750, 1.803], [0.946, 3.010, 2.156], [0.397, 3.001, 0.865], [-0.333, 5.519, 4.027], [-1.271, 4.672, 2.784], [0.058, 5.744, 2.318], [2.656, 1.996, 4.515], [-0.441, 2.407, 0.910], [0.112, 3.948, 0.644]], "forces_ev_per_a": [[0.30, 0.36, 0.03], [0.07, -0.02, 0.09], [-0.03, -0.16, -0.05], [0.04, 0.15, 0.01], [-0.05, -0.06, -0.01], [0.01, 0.05, 0.01], [-0.01, 0.00, 0.01], [0.00, -0.08, -0.06], [-0.09, 0.07, 0.22], [0.09, -0.21, -0.14], [-0.25, 0.08, 0.07], [0.14, -0.14, -0.14], [-0.10, 0.13, 0.12], [-0.06, -0.20, -0.09], [0.04, 0.00, -0.08], [0.00, -0.04, 0.01], [-0.07, 0.07, 0.10], [0.01, -0.04, -0.03], [0.04, 0.05, -0.02], [-0.03, -0.05, 0.00], [0.04, 0.03, 0.02], [-0.01, -0.04, -0.02], [0.00, 0.00, -0.02], [-0.01, -0.01, 0.00], [-0.01, 0.02, 0.00], [0.01, 0.00, -0.01], [0.00, -0.01, 0.00], [0.00, 0.00, 0.01], [0.00, 0.01, -0.01], [-0.01, 0.00, 0.00], [-0.01, 0.01, -0.01], [0.00, 0.01, 0.00], [0.00, 0.00, 0.00], [0.00, 0.00, 0.00], [0.00, 0.01, 0.00], [-0.04, 0.01, 0.03], [0.00, -0.02, 0.09], [0.00, 0.01, -0.09], [0.02, -0.03, 0.09], [0.04, -0.08, -0.15], [-0.03, 0.24, -0.02], [0.05, -0.06, -0.17], [-0.31, -0.08, 0.32], [0.00, 0.00, -0.01], [0.00, -0.01, 0.00], [0.02, -0.01, 0.00], [-0.01, 0.00, 0.00], [0.01, 0.02, -0.04], [0.17, 0.02, -0.07]], "e_above_lowest_kj_mol": 7.71, "orbital_gap_ev": 7.002, "homo_energy_ev": -6.985}

{"formula": "C20H19N12RuSb", "method": "ωB97M-V/def2-TZVPD", "elements": ["Ru", "C", "C", "C", "C", "C", "C", "N", "Sb", "C", "C", "C", "C", "C", "C", "N", "C", "C", "C", "C", "C", "C", "N", "H", "H", "H", "H", "H", "H", "H", "H", "H", "H", "H", "H", "H", "H", "H", "H", "H", "H", "N", "C", "N", "N", "N", "N", "C", "N", "N", "N", "N", "H"], "coordinates": [[0.332, -0.054, -0.069], [-1.694, 1.728, 1.868], [-1.507, 0.332, 2.384], [-2.037, 0.018, 3.635], [-2.021, -1.277, 4.093], [-1.535, -2.270, 3.246], [-0.991, -1.905, 2.034], [-0.906, -0.614, 1.639], [-0.427, -3.465, 0.685], [-1.173, -2.511, -1.082], [-1.830, -3.284, -2.015], [-2.396, -2.666, -3.127], [-2.343, -1.294, -3.224], [-1.675, -0.557, -2.253], [-1.696, 0.941, -2.306], [-1.053, -1.176, -1.234], [1.558, -2.706, 0.501], [2.529, -3.680, 0.623], [3.867, -3.327, 0.597], [4.169, -1.993, 0.475], [3.171, -1.025, 0.362], [3.629, 0.400, 0.291], [1.861, -1.393, 0.352], [-2.738, 2.010, 2.003], [-1.077, 2.437, 2.419], [-1.461, 1.822, 0.810], [-2.471, 0.814, 4.226], [-2.416, -1.526, 5.069], [-1.586, -3.313, 3.529], [-1.905, -4.355, -1.880], [-2.898, -3.252, -3.885], [-2.816, -0.771, -4.044], [-2.719, 1.284, -2.468], [-1.348, 1.402, -1.378], [-1.076, 1.312, -3.122], [2.232, -4.714, 0.737], [4.648, -4.072, 0.679], [5.196, -1.660, 0.468], [4.714, 0.417, 0.249], [3.258, 0.903, -0.595], [3.329, 0.948, 1.183], [1.651, 2.920, -0.914], [1.645, 1.952, -1.895], [2.022, 2.124, -3.141], [1.856, 0.911, -3.714], [1.413, 0.052, -2.864], [1.243, 0.697, -1.684], [1.562, 2.629, 0.416], [1.963, 3.410, 1.388], [1.718, 2.704, 2.522], [1.205, 1.564, 2.266], [1.054, 1.473, 0.909], [2.052, 3.815, -1.157]], "forces_ev_per_a": [[-0.35, 0.11, -0.05], [-0.09, -0.01, 0.04], [0.04, -0.03, -0.04], [-0.04, 0.00, 0.02], [0.01, -0.01, 0.01], [-0.02, 0.04, 0.02], [-0.01, 0.12, -0.07], [0.04, 0.04, -0.06], [0.06, -0.01, 0.05], [-0.04, 0.03, -0.04], [-0.04, 0.03, -0.04], [-0.01, -0.06, 0.01], [-0.01, 0.05, 0.00], [0.00, -0.03, 0.07], [0.09, -0.09, -0.04], [0.06, -0.10, 0.01], [0.00, 0.07, -0.05], [0.03, -0.01, -0.02], [0.00, 0.03, 0.00], [0.01, -0.02, 0.03], [-0.04, 0.08, -0.01], [0.14, -0.04, 0.01], [0.03, 0.12, 0.00], [-0.01, 0.00, 0.01], [-0.03, -0.02, -0.02], [-0.03, 0.00, -0.02], [0.00, -0.01, 0.00], [-0.01, 0.00, -0.01], [0.00, 0.00, 0.01], [0.00, 0.00, 0.00], [0.00, 0.01, 0.00], [0.00, -0.01, 0.00], [0.01, 0.01, 0.00], [0.01, 0.02, 0.06], [0.03, 0.01, 0.00], [0.01, 0.00, 0.00], [0.00, 0.01, 0.00], [0.00, 0.00, 0.00], [0.01, -0.03, -0.01], [0.10, -0.07, 0.10], [0.06, -0.06, -0.01], [0.03, 0.06, -0.02], [-0.19, 0.14, -0.11], [-0.02, -0.06, -0.07], [0.05, -0.04, 0.15], [-0.08, 0.19, -0.12], [0.05, -0.33, 0.06], [-0.17, 0.06, 0.00], [-0.02, -0.01, 0.11], [0.00, -0.05, -0.11], [0.11, 0.10, -0.06], [0.20, -0.20, 0.25], [0.02, -0.02, 0.00]], "e_above_lowest_kj_mol": 0.00, "orbital_gap_ev": [6.978, 6.395], "s_squared": 0.76, "multiplicity": 2, "charge": 1, "homo_energy_ev": [-11.432, -11.458]}

{"formula": "C20H19N2O11S3Tl", "method": "ωB97M-V/def2-TZVPD", "elements": ["Tl", "C", "C", "C", "C", "C", "C", "C", "S", "O", "O", "N", "C", "C", "O", "O", "H", "H", "H", "H", "H", "H", "H", "H", "H", "C", "C", "C", "N", "H", "H", "H", "H", "H", "O", "S", "O", "O", "S", "O", "C", "O", "C", "C", "C", "C", "O", "C", "O", "C", "C", "H", "H", "H", "H", "H"], "coordinates": [[0.315, 1.852, 1.615], [3.398, -2.524, 2.931], [1.897, -2.135, 3.071], [1.350, -1.357, 4.139], [0.047, -0.870, 4.063], [-0.718, -1.065, 2.932], [-0.256, -1.884, 1.944], [1.075, -2.401, 1.990], [-2.374, -0.464, 2.818], [-2.870, -0.417, 4.188], [-3.124, -1.292, 1.835], [-1.965, 0.962, 2.294], [-3.163, 1.719, 2.034], [-3.568, 3.746, 0.896], [-4.740, 3.622, 1.122], [-2.658, 2.941, 1.478], [3.721, -3.024, 3.830], [4.031, -1.628, 2.800], [3.582, -3.177, 2.050], [1.887, -1.107, 5.097], [-0.364, -0.266, 4.865], [-0.940, -2.024, 1.121], [1.416, -3.050, 1.216], [-3.611, 2.036, 2.990], [-3.876, 1.216, 1.391], [-0.709, 2.719, -1.865], [-1.905, 2.096, -2.617], [-1.663, 1.870, -4.045], [-1.578, 1.759, -5.184], [-0.998, 3.038, -0.803], [-0.312, 3.615, -2.414], [0.057, 1.943, -1.835], [-2.731, 2.853, -2.427], [-2.302, 1.145, -2.170], [-4.474, 5.374, -1.858], [-3.712, 5.931, -0.814], [-2.920, 4.488, 0.077], [-4.394, 6.579, 0.270], [-2.023, 6.809, -1.372], [2.662, 0.982, -0.399], [1.715, 0.208, -0.596], [0.532, 0.365, -0.208], [1.884, -1.107, -1.430], [0.843, -1.976, -1.561], [1.015, -3.182, -2.268], [2.269, -3.497, -2.776], [2.656, -4.656, -3.445], [3.993, -4.280, -3.832], [4.491, -3.245, -3.048], [3.349, -2.671, -2.509], [3.186, -1.454, -1.863], [-0.090, -1.547, -1.138], [0.077, -3.742, -2.471], [4.032, -3.933, -4.863], [4.623, -5.116, -3.680], [3.936, -0.774, -1.566]], "forces_ev_per_a": [[-0.10, 0.30, 0.31], [-0.89, 0.42, -0.07], [0.69, 0.74, -0.05], [0.41, -0.12, 0.45], [0.75, 0.45, 0.50], [-0.30, -1.26, 0.20], [1.38, -0.41, -0.62], [-1.79, 0.59, 0.66], [0.53, -0.05, -0.68], [-0.52, -0.50, -0.24], [0.78, 0.89, 1.52], [-0.91, -0.50, -0.42], [0.76, 1.32, 1.38], [-0.29, -1.54, 0.61], [-0.89, 0.49, -0.14], [0.55, -0.50, -0.35], [0.31, -0.30, 0.31], [-0.38, -0.27, 0.06], [-0.31, 0.35, 0.59], [-0.18, -0.47, -1.32], [0.05, -0.13, 0.03], [0.22, -0.39, -0.27], [0.25, -0.16, -0.63], [-0.46, -0.42, -0.29], [-0.17, 0.15, -0.31], [0.33, 0.09, 0.32], [-1.32, 0.88, 1.36], [-0.60, 0.53, 0.42], [0.26, -0.21, -0.20], [0.26, -0.49, -1.62], [-0.53, -0.77, 0.55], [0.21, 0.41, 0.29], [0.56, -0.93, -0.97], [0.72, 0.74, -0.24], [-0.94, -1.08, -1.17], [2.41, 0.92, 2.00], [0.06, 2.14, -1.86], [-0.13, -0.03, -0.15], [-0.82, -0.41, 0.13], [0.07, -0.65, -0.19], [0.53, -0.42, -0.86], [-1.00, -0.15, 0.36], [2.05, 0.69, 0.88], [-0.67, 0.30, -0.38], [-1.32, -0.06, -0.29], [-1.35, 0.07, 0.96], [0.78, 1.40, 0.20], [-0.05, -0.55, -0.75], [-0.23, 0.62, 1.06], [-0.31, 0.90, -0.06], [-1.19, -0.88, -0.02], [0.36, -1.01, -0.50], [1.10, -0.06, 0.09], [-0.42, -0.14, -0.41], [0.61, -1.05, -0.08], [1.07, 0.52, -0.11]], "e_above_lowest_kj_mol": 12.66, "orbital_gap_ev": 7.181, "charge": -2, "homo_energy_ev": -3.416}